[1]
Computed, not measured: a molecular structure, C17H20N5O3PtSSe, with ωB97M-V with the def2-TZVPD basis set.

Positions of all 48 atoms, in Å:
C -1.402 -1.054 2.558
H -1.565 1.156 -3.843
C 2.405 0.338 3.952
C 2.881 0.236 1.589
C 2.880 0.239 -1.600
O -0.493 -2.192 0.003
H 0.324 0.391 -4.462
C 1.517 0.248 -1.267
Se -0.681 2.767 0.000
C 1.049 0.354 -3.660
N -0.836 0.241 2.066
N -1.132 -3.305 0.063
H -1.564 1.126 3.843
H -1.323 -1.048 -3.666
H -1.314 -1.080 3.645
N 0.963 0.207 -0.005
H 4.372 0.279 3.107
H 2.739 0.375 4.980
H 0.328 0.365 4.454
H 3.637 0.193 0.828
H -1.123 2.300 -2.527
C 1.518 0.245 1.256
C 1.052 0.335 3.651
H -0.883 -1.873 -2.142
C -1.576 1.347 -2.770
C 3.305 0.293 -2.917
H -2.459 -1.072 -2.293
O -1.502 -3.838 -0.984
H -2.605 1.310 2.413
H 2.735 0.397 -4.990
N -0.837 0.254 -2.074
H -0.877 -1.888 2.110
C -4.176 0.438 -0.014
C -1.408 -1.034 -2.578
C 3.308 0.284 2.906
C 0.614 0.301 -2.352
H 3.636 0.190 -0.840
H -1.131 2.282 2.535
N -3.014 0.333 -0.004
C 0.615 0.289 2.343
C 2.402 0.355 -3.963
C -1.579 1.324 2.771
O -1.336 -3.813 1.167
H 4.369 0.286 -3.120
H -2.453 -1.091 2.276
H -2.603 1.334 -2.410
S -5.791 0.576 -0.031
Pt -0.988 0.299 -0.004

Forces on atoms 1 to 6 (eV/Å):
C 0.0355 0.0368 -0.0277
H -0.0016 -0.0073 -0.0194
C -0.0079 -0.0004 -0.0055
C 0.0530 0.0005 -0.0096
C 0.0609 -0.0036 0.0035
O 0.0238 -0.0256 -0.0065

HOMO, eV: -4.57
Total charge: -1
Gap between HOMO and LUMO, Eh: 0.242
ΔE to the lowest compared entry with this formula, charge and spin, kJ/mol: 0.00

[2]
Computed, not measured: 2 unconnected molecules or ions with the total composition C2H3NO3, with ωB97M-V with the def2-TZVPD basis set.

Positions of all 9 atoms, in Å:
H -3.955 -0.454 -0.517
C 1.343 0.012 0.146
H -1.529 0.218 -0.914
O -3.026 -0.277 -0.321
O 1.646 -0.750 1.024
O 1.868 0.219 -0.937
H -1.315 -0.470 0.818
N 0.132 0.810 0.236
C -0.904 0.211 0.043

Forces on atoms 1 to 6 (eV/Å):
H -0.1119 0.3943 -0.4786
C 4.4343 -1.7629 -1.2131
H -1.3627 -0.3054 -0.1189
O 0.9226 -0.3379 0.5368
O -1.2024 0.4927 1.1836
O -0.9373 0.8988 -0.3594

HOMO, eV: -10.39
Gap between HOMO and LUMO, Eh: 0.212
ΔE to the lowest compared entry with this formula, charge and spin, kJ/mol: 836.00

[3]
Computed, not measured: 9 unconnected molecules or ions with the total composition C75H163N9O11, with ωB97M-V with the def2-TZVPD basis set.

Positions of all 258 atoms, in Å:
N 0.613 5.569 5.876
H -4.414 1.267 -0.494
H 1.247 -5.255 3.494
H 2.198 -7.341 -2.993
H -0.662 4.599 3.695
H 1.053 -0.510 -4.373
C 5.584 -3.991 -0.644
H 2.325 -1.650 5.350
H 1.180 0.704 3.906
N -0.115 -5.784 5.060
C -6.643 0.735 -2.961
H 9.162 -2.286 2.592
C 1.431 -0.751 0.712
H -6.738 -0.807 -4.997
H 2.640 3.763 -2.436
C -7.594 1.794 -3.479
H 2.539 2.052 -6.753
H 4.819 -5.174 1.782
H 0.155 -9.019 4.347
H 1.103 -6.589 -4.543
H 1.140 3.006 4.931
H -7.843 -0.939 -3.453
H -6.719 8.340 2.125
H 1.079 -0.318 -6.082
H -1.000 2.638 0.320
C 2.857 -2.406 -5.150
C -2.120 -5.046 -2.453
H 4.917 -3.199 -0.304
O 1.804 -7.822 3.601
C -0.759 2.109 -6.611
H -4.047 5.311 3.663
H -3.154 5.044 6.602
C -1.804 6.251 5.645
H 5.867 -0.313 -8.046
C -0.094 2.986 -2.897
H -3.441 0.857 -5.322
C 0.952 -2.229 0.773
H 5.304 1.290 -3.929
H -8.117 1.520 -4.395
C 2.223 -8.530 2.500
C 3.019 4.069 1.590
H -1.399 3.403 7.572
H -5.566 2.238 -1.948
H 4.494 -2.986 2.046
H 1.447 -3.046 3.824
H 0.486 5.519 3.060
H -2.805 -4.200 -2.394
H -1.219 -5.260 -5.802
H -1.100 -3.956 -0.915
C -6.031 1.284 -1.701
H 2.110 -4.789 -0.948
H 0.742 -8.012 -2.442
O 1.846 5.618 5.369
C 0.445 3.032 5.771
H 1.387 2.020 -3.609
H 6.100 -1.433 2.848
H 0.552 -2.258 1.786
C -2.182 4.845 6.151
H -3.622 -0.736 -5.596
H -4.089 5.192 0.079
C -1.838 -0.585 1.376
H 3.478 -1.853 -8.249
N 3.529 -0.679 -6.814
C 4.013 -0.296 -4.347
H 6.083 -3.497 -1.478
H -1.829 2.259 -6.749
H -0.384 2.252 -7.624
C 2.948 -0.852 -5.378
H 7.705 -6.288 0.996
C -4.592 -1.672 -3.401
H -8.159 7.980 1.165
C 6.656 -1.174 0.487
C 4.902 1.212 -6.020
H 7.002 -1.169 -0.547
H -6.265 7.189 4.096
H 3.529 2.353 -8.182
H -2.298 -0.232 -4.567
O 0.694 -2.870 5.738
H -0.522 2.689 5.403
N -6.299 5.891 1.586
H -3.345 1.372 -2.427
H 2.576 -9.532 2.742
O -0.210 2.779 -5.454
H -9.141 5.418 1.416
H -2.789 -0.231 1.773
C -0.287 1.094 2.380
C -0.466 5.664 3.570
C 0.998 -4.968 4.515
H 1.880 -5.103 5.142
H 2.204 4.766 1.784
H 2.074 -2.886 -5.738
C -7.382 6.266 2.465
H 7.506 -5.913 -0.600
C -3.358 -0.078 -4.769
O -6.668 5.945 0.184
H 7.229 -2.684 3.480
C 1.888 3.199 -0.500
H 1.117 -7.247 5.988
H -7.051 -1.319 -2.027
H -1.861 2.914 -4.066
H -0.652 8.351 4.414
C 1.128 4.243 7.966
H -0.585 -2.808 -2.803
H -4.718 3.744 3.744
H -5.012 -0.420 -0.619
O 8.524 -3.472 -0.405
H 0.088 2.117 2.360
H -2.606 -4.296 -5.255
H 1.789 2.246 0.019
H -1.206 6.111 2.906
C -3.807 0.399 -2.261
C -3.967 5.197 1.162
H 4.587 -0.377 -9.048
H 1.295 5.200 8.461
C 4.410 1.161 -4.539
C 5.053 0.336 -8.368
H 3.668 1.943 -4.376
C -6.852 6.289 3.912
H 5.938 0.875 -6.048
H 3.766 -2.966 -5.369
H 5.602 -1.435 0.392
C -1.141 4.373 7.147
C 6.492 -4.505 0.516
H -3.665 6.200 1.463
H 1.942 -7.298 -1.253
O 0.121 0.085 -1.100
H 0.555 0.850 -1.485
C 6.594 -2.384 2.647
H -8.393 8.254 2.761
H 2.211 1.227 -8.218
H -6.784 1.422 -0.926
H -6.836 4.215 4.429
H -1.401 -1.258 2.113
H -0.950 1.402 -4.001
H -8.636 4.467 2.867
H -5.759 5.245 5.406
O -6.202 -0.036 -5.195
C -0.795 0.535 1.074
H -0.438 -5.416 5.944
H 2.739 -3.273 6.125
H 6.291 -5.255 2.619
H -0.752 1.022 -6.533
H -3.678 -2.263 -3.455
C -0.268 -5.954 -1.019
N 0.062 -5.681 -3.544
H -2.117 -5.249 -0.284
H 2.267 6.329 5.858
C 1.443 -7.208 -2.218
H -1.875 6.917 6.506
H -2.284 4.250 5.244
H 1.497 -8.546 1.687
H 0.673 3.497 8.618
H 2.677 0.558 2.035
H -1.911 1.581 -0.605
H 0.156 -2.367 0.041
C 0.311 4.319 6.627
H 1.387 -3.775 -2.202
C -1.608 1.740 0.430
H -6.652 3.183 1.807
H 2.462 -0.964 2.547
H -4.867 -1.762 -2.350
H -2.543 6.638 4.944
H -9.325 5.961 3.103
H 3.140 2.271 -1.974
H 9.630 -1.746 1.016
C -0.391 6.247 4.989
H 9.094 -4.146 -0.029
C -1.915 -5.093 -4.980
H -2.409 -6.062 -5.045
H -6.203 6.698 -0.189
O 3.057 3.735 0.157
H 3.950 4.410 2.043
H 2.785 3.159 2.143
H 3.480 -1.226 0.154
C -0.871 2.473 -4.184
N 0.353 0.206 0.235
H -2.523 2.015 0.954
H 5.143 2.250 -6.250
N -5.651 0.417 -3.995
H 0.258 -0.715 3.544
H 6.060 -6.591 0.233
H -4.923 2.702 1.730
H -8.306 2.065 -2.699
H 1.720 0.986 -5.171
C 0.457 -8.017 4.043
H -8.388 -0.224 -1.870
C -7.544 -0.477 -2.512
C 6.925 -5.934 0.322
C -0.713 -3.337 -3.748
O 0.894 -5.655 -4.618
C 1.747 -4.778 -1.976
C -8.669 5.450 2.398
C 0.678 -3.451 4.482
H -0.641 -6.978 -1.039
C 8.838 -1.661 1.760
C 4.064 0.630 -7.175
H 0.816 2.258 6.442
C -1.159 -4.810 -3.647
H 1.078 3.924 -0.412
H 0.136 4.032 -3.098
C 3.037 1.575 -7.598
H -0.585 -7.698 5.855
H 2.704 -2.517 -4.076
H -7.141 2.755 -3.721
C -6.127 5.043 4.400
C -5.660 3.452 1.445
C -7.656 7.782 2.111
C 2.671 -0.585 -0.198
H 0.131 8.131 5.984
O 2.841 -1.270 -7.829
C 1.869 -0.171 2.092
H 1.042 7.897 4.527
C 5.374 -3.328 2.591
C -4.960 4.761 3.435
C 2.229 2.870 -1.967
C -4.866 0.522 -1.148
H -1.150 1.163 3.042
H -3.077 4.597 1.348
H -0.275 -3.288 3.979
H -2.804 -5.887 -2.570
H -1.948 -1.225 0.500
H -0.266 -7.684 3.298
C 7.435 -2.223 1.329
H 2.431 -0.886 -1.218
C -5.306 4.844 1.931
H -2.960 -0.206 -1.938
H 2.048 -1.979 7.048
C 0.720 -5.882 -2.244
C -1.423 -4.984 -1.081
H 8.793 -0.623 2.092
C 0.058 7.739 4.970
H -0.795 3.003 -2.063
H 2.921 0.475 -0.146
H 2.609 -4.896 -2.634
H -1.404 -2.709 -4.308
H -5.760 3.563 0.366
C -4.341 -0.171 -3.639
N 1.077 2.192 -2.663
C 2.049 -2.432 6.057
C 0.720 0.158 3.082
H -5.274 -2.274 -4.002
H -1.148 5.098 7.961
H 3.605 -0.409 -3.343
H 4.958 -4.771 -1.078
N 7.612 -3.566 0.672
H 5.154 -3.534 3.639
C 5.768 -4.648 1.879
H 0.203 -5.811 -0.047
H 2.124 3.830 7.806
H 6.779 -0.167 0.885
C 1.657 -0.102 -5.184
H -7.647 6.426 4.644
H 3.056 -7.993 2.048
H 1.792 -2.922 0.733
H 5.478 1.192 -8.891
H 4.913 -0.906 -4.420
C 0.238 -7.196 5.346
H 0.232 -3.207 -4.277

Forces on atoms 1 to 6 (eV/Å):
N -4.0776 0.0469 1.8892
H 0.0990 -0.5482 0.7858
H -0.1252 -0.3431 0.0741
H 0.3746 0.4422 -0.0070
H -0.8795 -0.2065 -0.0370
H 0.1690 0.2521 0.3844

HOMO, eV: -7.68
Gap between HOMO and LUMO, Eh: 0.300
ΔE to the lowest compared entry with this formula, charge and spin, kJ/mol: 514.59
SMILES: CC1(C)CCCC(C)(C)N1O.CC1(C)CCCC(C)(C)N1O.CC1(C)CCCC(C)(C)N1O.CC1(C)CCCC(C)(C)N1O.CC1(C)CCCC(C)(C)N1O.CC1(C)CCCC(C)(C)N1O.CC1(C)CCCC(C)(C)N1O.COCCNCCOC.COCCNCCOC

[4]
Computed, not measured: 2 unconnected molecules or ions with the total composition C2H4NO2, with ωB97M-V with the def2-TZVPD basis set.

Positions of all 9 atoms, in Å:
H 1.687 -0.959 -0.620
C 1.016 -0.487 0.130
O -0.087 -0.081 -0.600
C 0.623 0.965 0.062
O -2.915 -0.606 -0.572
H 0.647 -1.091 0.888
H 1.068 1.900 -0.382
H 0.188 1.351 0.929
N -2.227 -0.991 0.164

Forces on atoms 1 to 6 (eV/Å):
H 0.0696 0.1324 0.7954
C 1.5464 1.2842 -2.1645
O -1.3395 1.8179 -1.6731
C 1.9343 -0.4205 0.1840
O -5.7344 3.0058 -5.8386
H -0.0876 -1.1630 2.1188

HOMO (alpha / beta), eV: -11.95 / -19.30
Total charge: +1
Gap between HOMO and LUMO (alpha / beta), Eh: 0.305 / 0.326
ΔE to the lowest compared entry with this formula, charge and spin, kJ/mol: 394.07
⟨S²⟩: 2.01
Spin multiplicity: 3

[5]
Computed, not measured: C6H14O in the gas phase, with ωB97M-V with the def2-TZVPD basis set.

Positions of all 21 atoms, in Å:
H -0.541 -0.674 1.452
H -1.019 1.426 2.730
H 1.801 -1.694 -1.257
H -1.182 -2.252 -0.274
H 0.564 0.151 -2.614
C -0.468 0.127 0.695
H -1.485 0.502 0.495
H 2.158 -0.500 0.017
C 0.268 0.593 -1.655
H -0.667 1.144 -1.805
H 0.611 2.050 3.010
H 1.033 1.313 -1.345
H -0.445 2.930 1.944
H -1.928 -0.983 -1.257
C -0.163 1.914 2.249
C 1.411 -1.214 -0.346
C -0.984 -1.501 -1.051
C 0.080 -0.496 -0.598
H -0.674 -2.023 -1.963
O 0.353 1.179 1.156
H 1.277 -1.992 0.416

Forces on atoms 1 to 6 (eV/Å):
H -0.0303 0.2179 -0.0041
H 0.0609 0.0004 -0.1611
H -0.1964 0.2010 0.2254
H 0.0971 0.1094 -0.1471
H -0.0250 0.0766 0.1329
C -0.0087 -0.1666 -0.0250

HOMO, eV: -9.68
Gap between HOMO and LUMO, Eh: 0.390
ΔE to the lowest compared entry with this formula, charge and spin, kJ/mol: 64.98
SMILES: COCC(C)(C)C

[6]
Computed, not measured: C4H7NO in the gas phase, with ωB97M-V with the def2-TZVPD basis set.

Positions of all 13 atoms, in Å:
C 0.329 -0.612 0.353
H 0.647 -1.150 2.401
O 1.372 -1.063 -0.080
N -0.291 0.278 -1.931
C 0.269 1.383 -1.189
H -1.518 0.500 -0.161
H -0.830 -0.170 2.138
C -0.191 -0.957 1.729
H 1.343 1.392 -1.016
H -0.202 2.351 -1.343
C -0.498 0.310 -0.488
H -0.792 -1.873 1.660
H 0.443 -0.402 -2.130

Forces on atoms 1 to 6 (eV/Å):
C 0.2353 -0.1416 -0.1357
H -0.0933 -0.0085 -0.1003
O -0.3925 0.1128 0.2031
N 0.0413 -0.1368 -0.1437
C 0.1257 0.2785 0.0522
H 0.1783 -0.0175 -0.0543

HOMO, eV: -9.89
Gap between HOMO and LUMO, Eh: 0.401
ΔE to the lowest compared entry with this formula, charge and spin, kJ/mol: 158.06
SMILES: CC(=O)[C@H]1CN1

- The highest ΔE to the lowest compared entry with this formula, charge and spin belongs to which entry?
  C2H3NO3

- Which of these has the lowest ΔE to the lowest compared entry with this formula, charge and spin?
  C17H20N5O3PtSSe